(1)
Below is a single C6H18NPSi molecule, with properties calculated with ωB97M-V with the def2-TZVPD basis set.

```
27
C6H18NPSi | the Open Molecules 2025 dataset | ωB97M-V with the def2-TZVPD basis set
C 1.883 -0.264 -2.666
Si 1.027 0.501 -1.141
C 2.365 1.177 0.025
C 0.016 1.960 -1.758
N 0.030 -0.640 -0.285
P -1.096 -0.815 0.975
C -0.679 -2.385 1.866
C -2.836 -0.875 0.379
C -0.825 0.476 2.250
H 1.253 -0.896 -3.304
H 2.783 -0.794 -2.390
H 2.191 0.612 -3.236
H 2.665 0.326 0.617
H 1.995 2.008 0.613
H 3.224 1.480 -0.578
H -1.005 1.981 -1.356
H 0.590 2.830 -1.474
H -0.047 1.956 -2.839
H -1.388 -2.556 2.686
H 0.356 -2.344 2.237
H -0.748 -3.223 1.172
H -3.037 0.045 -0.198
H -3.034 -1.749 -0.260
H -3.527 -0.917 1.220
H -0.518 1.368 1.681
H -1.669 0.573 2.911
H 0.031 0.165 2.854
```

## Properties
Frontier orbital gap (hartree): 0.312
LUMO energy (eV): 0.6307
SMILES string: C[Si](C)(C)N=P(C)(C)C
Relative energy (zero: lowest compared OMol25 entry of this formula, charge and spin) (kcal/mol): 8.99

=====

(2)
Below is 3 unconnected molecules or ions with the total composition C6H18O2, with properties calculated with ωB97M-V with the def2-TZVPD basis set.

```
26
C6H18O2 | the Open Molecules 2025 dataset | ωB97M-V with the def2-TZVPD basis set
C 0.987 -1.331 -0.608
C 0.175 -0.113 -1.017
C -0.809 -0.403 -2.166
C -2.130 -1.224 -1.902
C -2.684 -0.983 -0.494
C -3.287 0.408 -0.316
H 1.750 -1.137 0.130
H 0.274 -2.093 -0.271
H 1.535 -1.673 -1.491
H -0.341 0.174 -0.086
H 0.735 0.750 -1.386
H -1.291 0.524 -2.481
H -0.262 -0.878 -2.978
H -2.012 -2.287 -2.176
H -2.810 -0.758 -2.629
H -3.493 -1.724 -0.228
H -1.803 -1.080 0.171
H -3.054 1.151 -1.107
H -3.062 0.784 0.672
H -4.392 0.421 -0.512
O 3.065 1.159 0.725
H 2.157 1.458 0.583
H 2.977 0.312 0.268
O 3.569 1.820 4.758
H 2.865 2.462 4.880
H 3.750 1.669 3.827
```

## Properties
Frontier orbital gap (hartree): 0.426
LUMO energy (eV): 0.6895
SMILES string: CCCCCC.O.O
Relative energy (zero: lowest compared OMol25 entry of this formula, charge and spin) (kcal/mol): 15.70

=====

(3)
Below is a gas-phase ion, C6H18O2P (charge -1), with properties calculated with ωB97M-V with the def2-TZVPD basis set.

```
27
C6H18O2P | the Open Molecules 2025 dataset | ωB97M-V with the def2-TZVPD basis set
C 2.649 -0.031 -0.051
C 2.080 -1.421 -0.356
C 0.934 -1.862 0.572
O -0.168 -2.363 -0.147
C -1.399 -1.652 0.048
P -1.614 -0.002 -0.931
C -1.730 1.061 0.695
O -1.602 2.472 0.498
C -0.273 2.876 0.314
H 1.897 0.593 0.436
H 3.532 -0.069 0.594
H 2.932 0.498 -0.964
H 2.884 -2.164 -0.312
H 1.673 -1.450 -1.367
H 0.622 -1.016 1.197
H 1.278 -2.655 1.256
H -1.560 -1.523 1.134
H -2.184 -2.311 -0.334
H -0.133 0.213 -0.930
H -1.497 -0.788 -2.178
H -3.098 -0.279 -0.879
H -1.822 1.232 -1.697
H -0.953 0.726 1.409
H -2.711 0.923 1.169
H 0.359 2.537 1.153
H -0.257 3.970 0.283
H 0.161 2.483 -0.612
```

## Properties
Frontier orbital gap (hartree): 0.248
Charge: -1
LUMO energy (eV): 3.7209

=====

(4)
Below is 4 unconnected molecules or ions with the total composition C6H18O3, with properties calculated with ωB97M-V with the def2-TZVPD basis set.

```
27
C6H18O3 | the Open Molecules 2025 dataset | ωB97M-V with the def2-TZVPD basis set
C 2.108 0.954 -1.631
C 0.987 1.619 -0.923
C -0.048 0.959 -0.396
C -0.025 -0.544 -0.352
C -1.273 1.586 0.269
C -1.946 2.705 -0.513
H 2.829 1.594 -2.150
H 1.919 0.210 -2.399
H 2.728 0.420 -0.896
H 1.043 2.683 -0.688
H 0.947 -1.048 -0.205
H -0.454 -1.194 0.414
H -0.266 -0.851 -1.379
H -1.973 0.802 0.533
H -0.801 1.994 1.165
H -1.197 3.357 -0.969
H -2.577 2.321 -1.310
H -2.434 3.413 0.158
O 1.205 -1.715 2.801
H 0.763 -2.566 2.701
H 1.223 -1.367 1.903
O -3.154 -2.368 1.842
H -3.024 -1.528 2.294
H -3.457 -2.094 0.970
O 2.063 -2.807 -0.472
H 2.062 -3.387 0.297
H 2.751 -3.148 -1.064
```

## Properties
Frontier orbital gap (hartree): 0.327
LUMO energy (eV): 0.4116
SMILES string: C/C=C(\C)CC.O.O.O
Relative energy (zero: lowest compared OMol25 entry of this formula, charge and spin) (kcal/mol): 30.51

=====

(5)
Below is 3 unconnected molecules or ions with the total composition C6H18O3, with properties calculated with ωB97M-V with the def2-TZVPD basis set.

```
27
C6H18O3 | the Open Molecules 2025 dataset | ωB97M-V with the def2-TZVPD basis set
C -2.076 -0.273 -1.158
C -0.626 -0.519 -0.761
C 0.062 0.193 -2.012
C -0.341 -0.059 0.667
C 1.075 -0.449 1.133
C 2.159 0.410 0.481
O 3.295 -0.285 -0.052
H -2.810 -0.439 -0.342
H -2.396 -0.848 -2.026
H -2.360 0.759 -1.437
H -0.545 -1.602 -0.871
H 1.148 0.203 -1.952
H -0.143 1.258 -1.914
H -0.355 -0.134 -2.962
H -1.161 -0.450 1.343
H -0.598 0.997 0.694
H 1.307 -0.680 2.173
H 1.267 -1.453 0.658
H 1.778 0.920 -0.386
H 2.719 1.185 1.048
H 3.239 -1.241 -0.011
O -2.469 -2.330 1.484
H -1.703 -1.723 1.405
H -2.817 -2.117 0.599
O 0.833 2.875 1.040
H 0.810 3.687 1.563
H 0.708 2.114 1.595
```

## Properties
Frontier orbital gap (hartree): 0.392
LUMO energy (eV): 0.6384
SMILES string: CC(C)CCCO.O.O
Relative energy (zero: lowest compared OMol25 entry of this formula, charge and spin) (kcal/mol): 34.98

=====

(6)
Below is 3 unconnected molecules or ions with the total composition C6H18O3, with properties calculated with ωB97M-V with the def2-TZVPD basis set.

```
27
C6H18O3 | the Open Molecules 2025 dataset | ωB97M-V with the def2-TZVPD basis set
C -2.190 -1.015 -0.757
C -0.759 -0.598 -0.706
O -0.006 -1.137 -1.748
H -2.123 -2.058 -0.450
H -2.690 -0.836 -1.709
H -2.702 -0.293 -0.121
H -0.317 -0.893 0.246
H -0.631 0.485 -0.717
H 0.693 -1.717 -1.439
C 3.798 -3.319 0.959
C 2.602 -2.537 0.409
O 2.754 -2.351 -1.000
H 3.497 -4.350 0.779
H 3.842 -3.121 2.030
H 4.751 -3.148 0.457
H 2.628 -1.540 0.849
H 1.641 -2.936 0.732
H 3.566 -1.881 -1.205
C -1.346 3.018 0.441
C -2.683 3.805 0.213
O -2.435 5.088 -0.250
H -1.737 2.115 0.910
H -0.730 3.558 1.159
H -0.848 2.972 -0.528
H -3.077 4.013 1.208
H -3.416 3.190 -0.309
H -2.080 5.488 0.547
```

## Properties
Frontier orbital gap (alpha / beta) (hartree): 0.387 / 0.108
Multiplicity: 2
Charge: +1
LUMO energy (alpha / beta) (eV): -2.8838 / -9.8053
⟨S²⟩: 0.755
Relative energy (zero: lowest compared OMol25 entry of this formula, charge and spin) (kcal/mol): 34.34

=====

(7)
Below is 3 unconnected molecules or ions with the total composition C6H18O6, with properties calculated with ωB97M-V with the def2-TZVPD basis set.

```
30
C6H18O6 | the Open Molecules 2025 dataset | ωB97M-V with the def2-TZVPD basis set
O 0.380 1.782 4.476
C 1.735 2.208 4.075
C 2.712 1.341 4.955
O 2.517 -0.047 4.968
H -0.143 2.560 4.681
H 2.030 2.091 3.032
H 1.970 3.266 4.183
H 2.715 1.706 5.982
H 3.734 1.563 4.649
H 1.790 -0.401 5.485
O -1.082 0.073 -4.843
C -0.796 1.444 -4.712
C 0.538 1.629 -5.459
O 1.617 0.658 -5.321
H -1.658 -0.210 -4.129
H -1.668 1.994 -5.065
H -0.745 1.706 -3.655
H 1.029 2.539 -5.114
H 0.379 1.790 -6.526
H 1.275 -0.239 -5.283
O -3.040 -2.094 -0.465
C -2.350 -3.263 -0.279
C -1.148 -2.882 0.526
O -1.554 -2.439 1.791
H -3.131 -1.675 0.394
H -2.938 -4.018 0.241
H -1.968 -3.637 -1.229
H -0.597 -2.146 -0.059
H -0.435 -3.698 0.645
H -1.166 -1.603 2.058
```

## Properties
Frontier orbital gap (hartree): 0.387
LUMO energy (eV): 0.3809
SMILES string: OCCO.OCCO.OCCO
Relative energy (zero: lowest compared OMol25 entry of this formula, charge and spin) (kcal/mol): 68.18

=====

(8)
Below is a molecular structure, C6H19CaCl2LiMgNO5PS, with properties calculated with ωB97M-V with the def2-TZVPD basis set.

```
38
C6H19CaCl2LiMgNO5PS | the Open Molecules 2025 dataset | ωB97M-V with the def2-TZVPD basis set
O -0.721 -5.247 0.389
S -0.110 -3.979 0.006
O 1.338 -4.147 0.060
C -0.638 -2.563 1.214
P 0.947 -2.007 1.981
O 0.948 -0.409 1.910
H -0.411 -3.675 -1.450
H -1.174 -1.732 0.675
H -1.262 -3.038 1.970
H 0.814 -2.432 3.304
H 0.283 -0.043 1.284
Cl 3.312 -2.208 2.749
Li 4.387 -3.734 1.368
Ca -2.047 -3.064 -1.119
C 2.937 -1.083 -0.892
O 3.980 -1.353 -0.338
H 2.866 -0.128 -1.460
H 2.543 -1.935 -1.955
H 1.991 -1.148 -0.303
C 0.069 3.235 0.222
C -0.644 2.261 -0.710
C -1.683 2.910 -1.629
O -2.887 3.255 -0.990
C -2.867 4.482 -0.264
N -1.255 1.185 0.100
H -0.552 3.532 1.065
H 0.968 2.777 0.636
H 0.373 4.134 -0.313
H 0.121 1.814 -1.354
H -1.961 2.176 -2.394
H -1.261 3.770 -2.161
H -2.234 5.227 -0.749
H -2.539 4.322 0.764
H -3.886 4.860 -0.230
H -1.652 0.493 -0.535
H -2.072 1.585 0.558
Cl 2.021 -2.815 -2.882
Mg 1.958 -5.279 1.474
```

## Properties
Frontier orbital gap (hartree): 0.135
Charge: +2
LUMO energy (eV): -9.0570

=====

Number 1: F_max 6.1 eV Å⁻¹. Number 2: F_max 1.9 eV Å⁻¹. Number 3: F_max 0.2 eV Å⁻¹. Number 4: F_max 2.2 eV Å⁻¹. Number 5: F_max 2.7 eV Å⁻¹. Number 6: F_max 2.8 eV Å⁻¹. Number 7: F_max 2.2 eV Å⁻¹. Number 8: F_max 6.0 eV Å⁻¹.